Record 1
C25H33IrN5O5PS | wB97M-V/def2-TZVPD

Computed properties:
2S+1: 6
Kohn-Sham gap (spin up / spin down) in eV: 7.67 / 4.32
Energy relative to the best compared isomer or geometry (same formula, charge and spin) in kcal per mole: 6.4
Total charge: +3
Expectation value of S²: 8.777

```
71
Properties=species:S:1:pos:R:3:forces:R:3
Ir 0.3700 -1.0776 0.6311 -0.541 0.411 -0.042
O 4.3097 -0.6278 0.2071 0.043 0.034 -0.011
S 3.0106 -0.0813 0.1037 0.061 -0.026 0.057
O 2.1531 -0.2847 1.3766 0.197 -0.107 0.187
O 2.1264 -0.5831 -0.9748 -0.049 -0.194 0.025
C 3.0603 1.6690 -0.0478 -0.155 -0.037 -0.020
C 4.2870 2.3052 -0.0756 -0.020 -0.094 0.014
C 4.3205 3.6911 -0.1708 -0.043 0.122 -0.007
C 3.1388 4.4164 -0.2187 0.073 0.007 -0.003
C 1.9092 3.7676 -0.1774 -0.036 -0.077 0.005
C 1.8515 2.3781 -0.1055 0.085 -0.028 -0.006
P 0.2298 1.5614 -0.0084 0.018 0.369 -0.069
C -0.5886 1.8951 -1.6017 -0.322 -0.223 0.088
C 0.0649 2.4630 -2.6691 -0.093 0.089 -0.300
C -0.6444 2.6796 -3.8563 -0.083 -0.037 0.053
C -2.0238 2.2822 -4.0064 0.361 0.136 -0.073
C -2.6714 1.6757 -2.9631 0.045 -0.110 0.334
C -1.9630 1.4427 -1.7824 0.121 0.066 -0.046
C -0.6631 2.4937 1.2636 -0.034 -0.185 -0.036
C -0.0498 2.5135 2.5219 0.000 -0.044 -0.013
C -0.6714 3.1518 3.5822 -0.043 0.032 0.007
C -1.9090 3.7638 3.3980 0.039 -0.020 0.005
C -2.5182 3.7444 2.1510 0.019 -0.007 -0.001
C -1.9008 3.1069 1.0824 0.060 0.039 -0.015
H 5.1978 1.7232 -0.0161 -0.020 0.005 -0.005
H 5.2744 4.2011 -0.1938 -0.020 0.008 -0.003
H 3.1675 5.4965 -0.2765 0.012 -0.013 0.004
H 0.9959 4.3520 -0.1865 0.012 0.003 0.005
H 1.0922 2.7939 -2.5979 -0.005 -0.029 0.023
H -0.1540 3.1871 -4.6793 -0.043 -0.014 -0.008
H -2.5213 2.4587 -4.9520 0.015 0.010 0.007
H -3.6996 1.3507 -3.0481 0.015 0.010 -0.023
H -2.4321 0.8875 -0.9771 0.011 0.019 0.037
H 0.9313 2.0673 2.6608 -0.006 0.005 -0.009
H -0.1814 3.1958 4.5464 -0.009 0.006 -0.003
H -2.3851 4.2783 4.2225 0.009 -0.004 -0.006
H -3.4649 4.2471 2.0013 0.009 -0.012 0.002
H -2.3796 3.1348 0.1119 -0.011 -0.009 -0.022
C -4.2479 -0.1047 3.4655 0.035 -0.015 0.000
O -3.5575 -0.0648 2.1854 0.017 0.012 0.004
C -2.3154 -0.4232 2.0746 0.069 0.023 0.011
O -1.7728 -0.3629 0.9531 -0.084 -0.221 0.037
N -1.6384 -0.8501 3.1613 -0.028 0.028 -0.022
N -0.2815 -1.1809 3.0244 0.054 -0.074 -0.024
H -5.2626 0.2039 3.2491 -0.021 0.020 -0.019
H -3.7862 0.6005 4.1560 0.000 0.006 0.000
H -4.2541 -1.1210 3.8571 0.002 -0.009 -0.007
H -2.0403 -0.8181 4.0863 0.000 -0.007 0.012
H -0.1213 -2.0868 3.4586 0.057 -0.008 -0.033
H 0.2985 -0.4915 3.5003 0.009 0.008 -0.012
C 1.1620 -5.4716 0.5147 -0.040 0.004 -0.050
N 0.8361 -4.9038 -0.7973 0.001 -0.084 0.086
C 0.8271 -5.8748 -1.8997 0.032 -0.002 0.006
C 0.4182 -3.6495 -0.9328 0.000 -0.127 -0.016
N -0.1103 -2.9862 0.1394 0.254 0.178 -0.106
N 0.5077 -3.0220 -2.1090 -0.007 0.090 -0.123
C 1.6094 -3.2583 -3.0486 -0.024 0.033 -0.015
C -0.4172 -1.9614 -2.4902 0.053 0.006 -0.007
H 1.9427 -6.2163 0.3782 0.014 0.000 -0.009
H 0.2965 -5.9678 0.9597 -0.002 0.011 -0.006
H 1.5431 -4.7025 1.1817 0.003 0.021 0.000
H 0.3207 -6.7739 -1.5509 -0.005 0.007 0.018
H 1.8399 -6.1421 -2.1976 0.012 0.020 -0.010
H 0.2820 -5.4816 -2.7508 -0.014 0.023 0.005
H -0.4814 -3.6246 0.8308 -0.036 0.038 0.062
H 2.3927 -3.8418 -2.5761 -0.008 -0.015 0.037
H 2.0295 -2.2910 -3.3239 -0.012 0.014 0.031
H 1.2702 -3.7639 -3.9522 -0.029 -0.015 0.010
H -1.3353 -2.0276 -1.9104 0.010 -0.010 0.023
H -0.6666 -2.0850 -3.5439 -0.010 -0.041 -0.011
H 0.0431 -0.9754 -2.3681 0.025 -0.016 -0.003
```
Forces are in eV/Å.

Mulliken population analysis, charges in e, atoms 1 to 6:
1 Ir 2.426
2 O -0.649
3 S 1.344
4 O -0.982
5 O -0.590
6 C 0.167

Record 2
C25H33MnN4 | wB97M-V/def2-TZVPD

Computed properties:
2S+1: 6
Kohn-Sham gap (spin up / spin down) in eV: 6.47 / 6.44
Total charge: +1
Expectation value of S²: 8.761

```
63
Properties=species:S:1:pos:R:3:forces:R:3
Mn -0.1724 0.5504 0.0565 0.495 -0.432 0.576
C 1.0710 -1.4786 -2.3091 -0.022 0.053 -0.020
N 0.1985 -1.4208 -1.1356 -0.186 0.175 -0.156
C -1.2131 -1.4476 -1.5927 -0.043 -0.093 -0.137
C 0.4000 -2.4973 -0.1732 -0.008 0.073 0.285
C 0.9131 -3.7292 -0.5285 0.003 -0.023 -0.078
C 0.9580 -4.7660 0.3963 0.008 -0.098 -0.026
C 0.4127 -4.5701 1.6546 0.000 0.010 -0.035
C -0.1005 -3.3380 2.0286 0.014 0.048 -0.046
C -0.0545 -2.2426 1.1519 0.110 -0.019 0.004
N -0.4393 -0.9584 1.4088 -0.355 0.253 -0.322
C -1.0411 -0.4529 2.5469 -0.043 -0.049 0.030
C -0.7510 -0.8299 3.8646 -0.028 0.027 -0.034
C -1.3753 -0.2158 4.9378 -0.011 -0.007 0.027
C -2.2926 0.8030 4.7345 -0.051 0.039 0.022
C -2.5625 1.2240 3.4407 0.008 0.116 -0.024
C -1.9430 0.6242 2.3589 0.108 -0.144 0.125
N -2.2051 1.0721 0.9887 0.252 0.270 0.041
C -3.4660 0.4821 0.5123 -0.012 -0.172 -0.202
C -2.2791 2.5440 0.8650 -0.172 0.034 0.028
H 0.7946 -2.2878 -2.9923 0.037 -0.016 0.018
H 0.9911 -0.5385 -2.8593 -0.012 -0.029 -0.045
H 2.1048 -1.6294 -1.9997 -0.043 -0.042 -0.058
H -1.4062 -2.3209 -2.2247 0.032 0.007 0.001
H -1.8746 -1.5003 -0.7305 0.049 0.045 0.018
H -1.4371 -0.5476 -2.1788 0.006 -0.035 0.003
H 1.2633 -3.9103 -1.5377 -0.002 0.016 0.017
H 1.3722 -5.7243 0.1151 -0.003 0.009 0.008
H 0.3882 -5.3891 2.3621 -0.018 0.004 0.001
H -0.5556 -3.2219 3.0008 0.078 -0.027 0.002
H 0.0041 -1.5825 4.0400 -0.030 0.012 0.033
H -1.1363 -0.5298 5.9459 0.017 -0.006 -0.016
H -2.7903 1.2770 5.5693 0.030 -0.007 0.008
H -3.2551 2.0427 3.2830 -0.008 -0.038 -0.005
H -4.3163 0.8915 1.0663 0.029 0.003 0.026
H -3.6080 0.6968 -0.5487 0.020 0.027 0.012
H -3.4516 -0.5967 0.6592 0.064 0.012 0.007
H -3.2279 2.9394 1.2405 0.022 -0.009 0.033
H -1.4635 3.0098 1.4129 0.033 -0.027 -0.025
H -2.2028 2.8225 -0.1881 -0.030 -0.021 0.006
C 3.5711 -0.3060 -0.0070 -0.192 -0.172 0.278
N 4.0759 0.7536 -0.9247 -0.066 0.020 0.006
C 5.3633 1.2985 -0.4267 0.296 0.163 0.073
C 3.0369 1.8439 -1.2001 -0.302 0.291 0.167
C 2.5175 2.4803 0.0604 0.082 -0.321 -0.246
C 3.1876 3.5898 0.5774 0.038 -0.018 0.044
C 2.8248 4.1130 1.8068 0.023 -0.017 -0.035
C 1.8080 3.4938 2.5191 0.039 0.025 0.065
C 1.1224 2.4196 1.9687 0.014 -0.153 -0.108
C 1.4148 1.8861 0.6969 -0.356 0.308 -0.011
H 4.2530 -1.1532 -0.0273 0.050 0.039 -0.076
H 2.5698 -0.6126 -0.2998 0.106 0.052 -0.020
H 3.5054 0.0944 1.0002 0.055 0.095 -0.021
H 4.2618 0.3155 -1.8253 -0.012 -0.030 -0.026
H 5.1783 1.8609 0.4832 -0.100 -0.014 0.031
H 5.8047 1.9548 -1.1738 -0.094 -0.014 -0.045
H 6.0466 0.4803 -0.2119 -0.064 -0.060 -0.052
H 2.2180 1.3406 -1.7135 0.086 -0.059 -0.090
H 3.5108 2.5625 -1.8687 0.111 -0.093 -0.037
H 3.9860 4.0604 0.0121 0.028 -0.038 -0.003
H 3.3381 4.9791 2.2029 -0.025 -0.005 0.018
H 1.5353 3.8566 3.5027 0.001 0.016 -0.015
H 0.3352 1.9714 2.5678 -0.053 0.045 0.002
```
Forces are in eV/Å.

Mulliken population analysis, charges in e, atoms 1 to 6:
1 Mn -0.314
2 C -1.399
3 N 0.824
4 C -1.079
5 C 0.526
6 C -0.489

Record 3
C25H33N3O3 | wB97M-V/def2-TZVPD

Computed properties:
SMILES: Cc1ccc2c(C)c(C(=O)N3CCC(N4CCC(C(=O)NC5CC5)CC4)CC3)oc2c1
Kohn-Sham gap in eV: 8.39
Energy relative to the best compared isomer or geometry (same formula, charge and spin) in kcal per mole: 65.6

```
64
Properties=species:S:1:pos:R:3:forces:R:3
C -3.6794 -4.9287 -1.0116 -0.018 -0.001 0.009
C -4.0009 -3.5193 -0.6161 0.056 0.110 0.011
C -5.3195 -3.1898 -0.2663 -0.063 -0.045 0.004
C -5.6831 -1.9179 0.1090 0.083 0.118 0.008
C -4.6984 -0.9311 0.1386 0.718 -0.207 -0.204
C -4.6674 0.4601 0.4780 0.678 0.453 -0.115
C -5.8229 1.2794 0.9231 0.057 0.093 -0.004
C -3.3733 0.8604 0.2869 -1.124 -0.303 0.307
C -2.7732 2.1783 0.5911 0.094 0.202 -0.056
O -3.2289 2.8571 1.5017 -0.151 -0.131 0.126
N -1.7309 2.6028 -0.1592 0.033 0.145 -0.077
C -1.1547 1.9505 -1.3079 0.091 -0.471 -0.254
C 0.2042 1.3521 -0.9422 0.005 0.353 -0.208
C 1.1386 2.4709 -0.4429 -0.188 -0.063 0.339
N 2.4810 2.0929 -0.0582 0.075 0.114 -0.066
C 2.6743 0.9758 0.8345 -0.068 -0.180 0.035
C 2.8203 -0.3866 0.1362 0.037 0.125 0.104
C 3.9331 -0.3476 -0.9212 -0.079 0.078 -0.208
C 5.3096 -0.2980 -0.2725 -0.155 -0.259 -0.100
O 6.0456 0.6680 -0.3021 0.126 0.385 -0.083
N 5.7285 -1.4301 0.3507 0.603 -0.227 0.411
C 5.0826 -2.6889 0.5064 -0.342 -0.118 0.050
C 4.6298 -3.1361 1.8721 -0.206 -0.031 -0.015
C 5.8133 -3.7848 1.2151 0.037 -0.030 -0.114
C 3.7111 0.8490 -1.8528 0.199 0.083 0.158
C 3.5252 2.1469 -1.0555 0.168 0.014 -0.164
C 0.4506 3.2016 0.7233 -0.069 0.122 -0.451
C -0.9287 3.7140 0.3072 0.058 0.173 0.528
O -2.5792 -0.1832 -0.1286 0.416 -0.064 -0.031
C -3.3791 -1.2670 -0.2148 -0.992 -0.182 0.143
C -3.0144 -2.5502 -0.5919 0.142 0.183 0.013
H -3.9038 -5.6115 -0.1930 0.020 -0.095 0.013
H -2.6292 -5.0314 -1.2713 0.061 -0.067 -0.030
H -4.2816 -5.2293 -1.8680 0.004 -0.077 -0.060
H -6.0661 -3.9703 -0.2954 -0.091 -0.079 0.000
H -6.7022 -1.6844 0.3758 -0.131 0.001 0.029
H -6.3218 0.7916 1.7589 -0.082 0.013 0.076
H -5.4820 2.2611 1.2366 -0.095 0.027 0.035
H -6.5453 1.3847 0.1133 -0.088 -0.001 -0.013
H -1.8255 1.1836 -1.6904 0.058 0.169 -0.023
H -1.0220 2.7093 -2.0903 -0.037 -0.065 0.023
H 0.6284 0.8598 -1.8180 0.047 -0.078 -0.012
H 0.0499 0.6108 -0.1574 0.015 -0.090 0.014
H 1.2517 3.1952 -1.2598 -0.015 -0.024 0.028
H 1.8487 0.9331 1.5463 0.050 -0.009 0.078
H 3.5951 1.1718 1.3975 -0.052 -0.060 0.117
H 1.8865 -0.6563 -0.3583 -0.021 -0.040 0.016
H 3.0320 -1.1456 0.8898 -0.055 -0.071 0.018
H 3.8918 -1.2675 -1.5183 0.010 0.055 0.090
H 6.6324 -1.3371 0.7967 -0.072 0.105 -0.168
H 4.4661 -2.9642 -0.3402 0.024 -0.093 0.081
H 3.7109 -3.6955 1.9547 -0.070 -0.097 -0.035
H 4.8168 -2.4740 2.7035 0.075 0.135 -0.001
H 5.7115 -4.7929 0.8444 -0.028 -0.044 -0.062
H 6.7931 -3.5663 1.6121 0.090 0.098 0.035
H 4.5735 0.9632 -2.5108 -0.018 -0.013 -0.074
H 2.8303 0.6574 -2.4703 -0.002 -0.027 -0.027
H 3.3236 2.9737 -1.7396 0.015 0.025 0.030
H 4.4641 2.3567 -0.5349 -0.052 0.044 -0.166
H 1.0772 4.0330 1.0449 0.054 0.004 0.014
H 0.3299 2.5219 1.5677 -0.005 -0.034 0.091
H -1.4478 4.1701 1.1516 0.075 0.023 -0.194
H -0.8349 4.4511 -0.4977 -0.028 -0.005 0.027
H -1.9932 -2.7774 -0.8560 0.127 -0.067 -0.042
```
Forces are in eV/Å.

Mulliken population analysis, charges in e, atoms 1 to 6:
1 C -1.471
2 C 1.111
3 C -0.657
4 C -0.809
5 C 0.927
6 C 0.019

Record 4
C25H33N3O3S | wB97M-V/def2-TZVPD

Computed properties:
Kohn-Sham gap in eV: 7.48
Energy relative to the best compared isomer or geometry (same formula, charge and spin) in kcal per mole: 614.4

```
65
Properties=species:S:1:pos:R:3:forces:R:3
C 0.8287 -4.6485 1.2131 -1.295 0.503 -5.672
C 0.7035 -3.2320 0.8155 2.867 3.413 -0.074
C 1.2849 -2.9006 -0.3733 -2.322 7.210 2.245
C 1.3166 -1.4046 -0.7202 -1.365 -1.005 -0.342
C 0.6984 -0.3934 0.0259 -0.281 -6.263 5.531
C 0.2917 -0.8114 1.4219 6.547 -8.977 -13.474
C 0.3476 -2.0887 1.7993 -0.132 -5.303 -4.742
C -0.2962 -2.8118 2.8665 0.655 2.370 4.247
H -1.0778 -3.4958 2.6996 -0.956 -0.572 -0.731
H 0.3906 -3.2552 3.5659 0.917 -1.136 -0.311
H -0.5668 -2.0890 3.6147 -1.420 0.717 0.370
H -0.0291 -0.3020 2.0133 -6.483 11.289 11.791
N 0.8312 0.8772 -0.5194 2.128 -8.337 2.052
C 1.6027 0.4564 -1.5174 3.405 7.270 -8.730
N 1.8477 -0.7358 -1.9163 -0.845 -0.668 3.730
C 2.0429 1.7440 -2.3632 -4.300 -1.298 -1.565
H 2.4126 1.4109 -3.3082 1.198 -0.464 -0.301
C 2.8946 2.7730 -1.6953 0.371 -5.574 -1.071
N 4.1992 2.1912 -1.8356 4.386 4.444 -0.681
C 5.1846 3.4626 -1.3681 2.200 -6.934 -15.756
C 6.6156 3.0518 -1.7842 0.539 3.318 14.977
H 7.4176 3.8643 -1.2510 -2.149 -2.027 -2.240
O 6.9825 1.8687 -0.8101 1.568 5.608 0.086
C 6.1939 0.8845 -1.0226 -3.629 -7.261 -5.386
C 4.6436 0.9779 -1.1704 1.613 9.339 7.081
H 3.9447 0.2970 -1.2549 -2.308 -4.401 -0.700
H 4.3672 1.5944 0.0429 0.402 -2.716 -1.559
H 6.4112 -0.1142 -0.5013 0.013 1.776 -0.198
H 6.3237 0.6393 -2.1502 0.482 -0.695 0.781
H 6.7101 2.8654 -2.6829 1.219 -2.250 -8.779
H 4.9052 4.1826 -2.1602 -0.070 0.016 0.551
H 4.9833 3.7752 -0.5687 -2.454 4.111 12.242
H 2.7330 3.6075 -2.2279 0.324 3.236 -1.977
H 2.4962 2.9400 -0.7673 -0.420 0.463 3.172
H 1.0723 2.2454 -2.7971 1.329 -0.971 1.483
S 0.0130 1.8668 0.2555 -1.113 14.796 0.599
O -0.0941 2.9693 -1.0332 0.084 -3.295 5.643
O 0.4887 2.5008 1.7148 -1.802 -3.724 -6.242
C -1.5815 1.2355 0.3039 0.661 0.530 4.097
C -2.1543 1.2342 1.5643 -6.687 -5.423 -7.296
C -3.6171 0.7447 1.6961 4.754 1.344 4.052
C -3.8877 0.0200 0.6579 -6.375 -2.456 -7.025
C -3.2659 0.0581 -0.7453 -2.893 -0.985 1.843
C -2.1200 0.7752 -0.8460 0.931 -3.380 -4.662
H -1.4528 0.5772 -1.8254 -1.635 1.258 2.248
H -3.8921 -0.5050 -1.6105 2.108 1.574 2.232
C -5.5187 -0.6409 0.6192 6.262 -5.381 -0.499
C -6.0295 -1.2951 -0.6811 6.672 -4.295 1.007
H -5.9994 -0.7973 -1.5791 -0.503 1.900 -1.722
H -5.0015 -2.1729 -0.9956 -3.061 2.103 0.824
H -6.8375 -1.9576 -0.5781 -1.288 -0.478 0.361
C -6.4965 0.2329 0.9584 -5.238 4.856 1.840
H -6.4250 0.6115 1.9141 1.035 1.338 2.541
H -7.5274 -0.1042 1.1532 0.117 -1.012 -0.955
H -6.6615 1.1483 0.3666 0.448 -0.406 -0.420
C -5.2635 -1.8498 1.8997 -0.831 -6.847 -16.767
H -5.0361 -1.3390 2.5484 4.122 8.570 12.603
H -6.1408 -2.3135 1.8086 -3.638 -1.868 0.915
H -4.5020 -2.6156 1.4465 -0.971 1.747 1.231
H -4.1777 0.7290 2.7854 1.461 0.290 -3.217
H -1.9894 1.8319 2.2312 3.526 6.083 7.560
H 1.8217 -3.4401 -0.9993 1.996 -3.047 -2.754
H 1.3628 -4.8761 1.9957 2.373 -0.686 4.885
H 1.4797 -5.1276 0.3840 -1.808 0.209 0.966
H -0.2012 -4.9269 1.2774 -0.440 -1.546 0.066
```
Forces are in eV/Å.

Mulliken population analysis, charges in e, atoms 1 to 6:
1 C -1.653
2 C 0.778
3 C -1.502
4 C 0.390
5 C -0.184
6 C -1.506

no.,calculated total energy (eV)
1,-67081.633
2,-63734.694
3,-37073.710
4,-47883.153